Record 1
# C50H74F18O30

A cluster of 12 separate species, C50H74F18O30 in total at a distorted geometry (ωB97M-V/def2-TZVPD, the OMol25 dataset).

**Kohn-Sham gap**: 9.58 eV
**Charge**: 0
**Largest force on an atom**: 1.4 eV/A
**SMILES**: CCOC(=O)C(F)(F)F.CCOC(=O)C(F)(F)F.CCOC(=O)C(F)(F)F.CCOC(=O)C(F)(F)F.CCOC(=O)C(F)(F)F.CCOC(=O)C(F)(F)F.C[C@H]1COC(=O)O1.C[C@H]1COC(=O)O1.C[C@H]1COC(=O)O1.C[C@H]1COC(=O)O1.C[C@H]1COC(=O)O1.COCCOCCOC
**Energy above the lowest of the compared OMol25 structures with the same formula, charge and spin**: 0.0 kcal per mole

```
172
Properties=species:S:1:pos:R:3:mulliken_charge:R:1
C -6.7616 2.0463 -3.1680 -0.421
C -7.3621 0.6556 -3.1019 -0.489
O -6.3910 -0.1827 -2.4415 -0.147
C -5.3882 -0.7102 -3.0869 0.263
O -5.1501 -0.7032 -4.2579 -0.597
C -4.4576 -1.4023 -2.0584 0.717
F -5.1163 -1.7660 -0.9513 -0.244
F -3.9334 -2.5191 -2.5800 -0.178
F -3.4671 -0.5870 -1.6845 0.066
H -5.9466 2.0169 -3.8901 -0.058
H -6.3989 2.3294 -2.1810 0.003
H -7.4781 2.8014 -3.4920 0.486
H -7.6337 0.2704 -4.0831 0.341
H -8.2364 0.6350 -2.4559 0.338
C -0.9709 2.3802 1.2567 -1.121
C 0.1997 1.4900 0.9358 0.644
O -0.1610 0.7331 -0.2655 0.138
C 0.5893 -0.2801 -0.6025 0.203
O 1.5999 -0.6623 -0.0745 -0.575
C -0.0370 -1.0490 -1.7854 0.824
F -0.7928 -2.0576 -1.3699 -0.132
F -0.7676 -0.2193 -2.5386 0.078
F 0.9258 -1.5748 -2.5497 -0.280
H -0.6749 3.0044 2.1049 0.421
H -1.8806 1.8424 1.4904 -0.019
H -1.0565 3.1168 0.4540 0.227
H 0.4289 0.7392 1.6867 -0.800
H 1.0901 2.0734 0.7053 0.473
C 5.0901 -1.4513 0.2066 -1.485
C 4.4146 -0.8092 1.3994 0.631
O 5.4080 -0.3383 2.3319 -0.148
C 5.8802 -1.2162 3.1894 0.394
O 5.5025 -2.3452 3.3256 -0.543
C 6.9683 -0.5959 4.0901 0.911
F 7.9533 -1.4667 4.3046 -0.261
F 7.4946 0.5037 3.5321 -0.250
F 6.4319 -0.2690 5.2719 -0.232
H 5.7624 -2.2454 0.5331 0.395
H 5.7243 -0.7034 -0.2718 0.374
H 4.3447 -1.8360 -0.4851 0.370
H 3.6787 -1.4199 1.9170 -0.062
H 3.8512 0.0725 1.0981 -0.083
C -4.3196 1.6668 4.1148 -1.497
C -4.4429 1.3435 2.6473 0.666
O -5.7761 0.8364 2.4096 -0.257
C -6.2028 0.8885 1.1669 0.405
O -5.5672 1.2763 0.2277 -0.421
C -7.6311 0.3283 1.0262 0.804
F -8.1679 0.0088 2.2062 -0.275
F -8.4167 1.2439 0.4543 -0.273
F -7.6210 -0.7666 0.2726 -0.211
H -5.0301 2.4399 4.4041 0.401
H -3.3277 2.1029 4.2872 0.346
H -4.3240 0.8047 4.7787 0.345
H -3.7472 0.5538 2.3661 0.002
H -4.2646 2.2394 2.0562 0.005
C 2.0096 -3.0441 -5.3477 -0.591
C 3.4882 -2.7639 -5.4437 -0.686
O 4.1829 -3.9281 -5.9067 -0.140
C 5.4602 -3.7763 -6.1794 0.301
O 6.1059 -2.7772 -6.0438 -0.519
C 6.1094 -5.0917 -6.6560 0.875
F 6.7143 -4.8806 -7.8275 -0.253
F 7.0154 -5.5019 -5.7730 -0.245
F 5.2154 -6.0724 -6.8312 -0.237
H 1.4962 -2.0751 -5.3446 0.288
H 1.7477 -3.5041 -4.3989 0.181
H 1.5962 -3.5498 -6.2197 0.353
H 3.8804 -2.5354 -4.4477 0.281
H 3.7377 -1.8905 -6.0460 0.367
C 4.5732 3.2151 0.6207 -1.563
C 4.3963 3.1549 2.1180 0.233
O 3.1766 3.7637 2.5283 0.000
C 3.2618 4.9717 3.0739 0.294
O 4.2450 5.6468 3.0907 -0.540
C 1.9586 5.4220 3.7679 0.863
F 1.1010 4.4224 3.9436 -0.148
F 2.3335 5.9050 4.9595 -0.259
F 1.3558 6.3972 3.0997 -0.286
H 3.7505 2.7511 0.0779 0.197
H 5.5181 2.7529 0.3236 0.391
H 4.6962 4.2479 0.2826 0.439
H 5.2618 3.5944 2.6165 0.482
H 4.4165 2.1268 2.4793 -0.032
C -3.8524 4.0109 -1.6142 -0.955
C -2.5725 4.7752 -1.8873 0.883
C -2.7169 5.9839 -2.8332 -0.353
O -2.4457 7.1312 -2.0155 -0.377
C -1.9846 6.7387 -0.8157 0.509
O -1.5044 7.4503 0.0045 -0.559
O -2.1638 5.4101 -0.6449 -0.398
H -3.7733 3.6872 -0.5701 0.128
H -3.9220 3.1264 -2.2429 0.044
H -4.8040 4.5441 -1.6024 0.441
H -1.7840 4.0632 -2.1281 0.070
H -3.7402 6.0559 -3.1946 0.334
H -2.0194 6.0170 -3.6691 0.224
C -0.8331 -3.8496 5.5075 -1.842
C -0.2098 -2.9431 4.4749 0.918
C -0.1452 -3.4418 3.0212 -0.224
O -0.7265 -2.3849 2.2675 0.078
C -1.2085 -1.4311 3.0900 0.233
O -1.7467 -0.4398 2.7168 -0.501
O -0.9949 -1.7423 4.3809 -0.389
H -0.8723 -3.2953 6.4488 0.400
H -0.2581 -4.7433 5.7431 0.394
H -1.8600 -4.0896 5.2283 0.406
H 0.7911 -2.6555 4.8040 -0.007
H -0.6390 -4.4063 2.8972 0.161
H 0.8959 -3.5616 2.7225 0.343
C -1.2049 -5.0927 -0.3533 -1.145
C -1.0995 -6.5566 -0.6568 0.546
C -0.6060 -7.4639 0.4786 -0.175
O -1.5021 -8.5564 0.4978 -0.359
C -2.5390 -8.3282 -0.3584 0.583
O -3.3932 -9.1150 -0.5883 -0.538
O -2.4412 -7.0943 -0.8722 -0.319
H -1.7352 -4.5450 -1.1307 -0.005
H -0.1995 -4.6689 -0.2980 0.331
H -1.7400 -4.9192 0.5827 0.394
H -0.6348 -6.7320 -1.6299 0.240
H -0.6341 -6.9207 1.4279 0.116
H 0.4101 -7.8264 0.3340 0.321
C -2.1093 -2.4009 -5.3388 -0.880
C -2.2428 -3.8850 -5.1032 0.471
C -1.9603 -4.7597 -6.3334 -0.505
O -1.0783 -5.7635 -5.8466 -0.405
C -0.6191 -5.4261 -4.6098 0.306
O 0.2498 -5.9985 -4.0450 -0.529
O -1.2321 -4.3056 -4.1788 0.188
H -2.9499 -2.0408 -5.9360 0.455
H -1.1914 -2.1710 -5.8861 0.370
H -2.0981 -1.8348 -4.4088 -0.317
H -3.2300 -4.1403 -4.7140 0.220
H -1.4953 -4.2001 -7.1480 0.286
H -2.8822 -5.2055 -6.7026 0.363
C -0.2749 3.0697 -5.6024 -1.295
C -1.5469 2.3045 -5.9150 0.503
C -2.1707 1.5658 -4.7324 0.889
O -3.4032 2.2283 -4.5122 0.100
C -3.6012 3.2026 -5.4263 0.267
O -4.5853 3.8423 -5.5186 -0.535
O -2.5726 3.2477 -6.2987 -0.432
H 0.0986 3.5628 -6.4956 0.392
H 0.4829 2.4091 -5.1781 0.335
H -0.4957 3.8167 -4.8347 0.238
H -1.3996 1.6622 -6.7831 0.343
H -1.5579 1.5500 -3.8308 -0.163
H -2.3437 0.5106 -4.9579 -0.624
C 2.1139 -0.3661 3.9574 0.598
O 2.0339 -0.3249 5.3560 -0.503
C 1.6318 0.9258 5.8882 -0.419
C 2.7901 1.7008 6.4805 -0.748
O 3.5509 2.2448 5.4202 0.106
C 4.8132 2.7269 5.8289 -0.681
C 4.7455 4.1524 6.3674 -0.438
O 6.0038 4.3997 6.9625 -0.395
C 6.0489 5.4665 7.8971 -0.721
H 1.1389 -0.1545 3.4902 -0.070
H 2.3180 -1.3989 3.6678 0.055
H 2.8259 0.3316 3.5111 -0.310
H 0.8748 0.7283 6.6521 0.527
H 1.1408 1.5739 5.1521 0.131
H 3.4249 1.0780 7.1161 0.355
H 2.3478 2.4927 7.1048 0.300
H 5.4766 2.7558 4.9585 0.071
H 5.3291 2.0731 6.5400 0.411
H 3.9474 4.3362 7.0973 0.357
H 4.5913 4.8230 5.5163 0.305
H 5.2107 6.1490 7.7526 0.321
H 7.0173 5.9507 7.7920 0.249
H 6.0022 5.0560 8.9132 0.254
```

=====

Record 2
# C23H26N6O3STi

A structure of composition C23H26N6O3STi (ωB97M-V/def2-TZVPD, the OMol25 dataset).

**Spin multiplicity**: 3
**Kohn-Sham gap (spin up / spin down)**: 5.49 / 7.37 eV
**Charge**: 0
**Largest force on an atom**: 0.4 eV/A
**Energy above the lowest of the compared OMol25 structures with the same formula, charge and spin**: 0.0 kcal per mole

```
60
Properties=species:S:1:pos:R:3:lowdin_spin:R:1
Ti -0.0337 -0.4091 -0.1512 1.004
N 3.5885 2.1924 -0.1818 0.034
C 2.3599 1.6027 -0.3646 0.059
S 2.3377 -0.1533 -0.6115 0.006
N 1.3056 2.3345 -0.2868 -0.005
N 0.1367 1.6236 -0.4535 0.181
C -1.0259 2.2772 -0.3432 0.153
C -1.1280 3.6895 0.0915 0.014
C -0.5732 4.7178 -0.6655 0.008
C -0.6754 6.0341 -0.2432 0.000
C -1.3270 6.3373 0.9455 0.006
C -1.8760 5.3174 1.7094 0.000
C -1.7769 3.9998 1.2831 0.011
C -2.1725 1.4896 -0.6240 0.118
C -3.4985 1.9790 -0.6254 0.033
C -4.5280 1.1510 -0.9639 0.072
C -4.2641 -0.1951 -1.3067 0.078
C -2.9692 -0.6284 -1.2622 0.036
N -1.9284 0.1604 -0.9213 0.136
H 4.3725 1.7005 -0.5747 0.002
H 3.6023 3.1949 -0.2800 0.001
H -0.0548 4.4755 -1.5838 0.000
H -0.2433 6.8259 -0.8420 0.000
H -1.4052 7.3646 1.2784 0.000
H -2.3785 5.5458 2.6406 0.000
H -2.1980 3.1990 1.8798 0.001
H -3.6720 3.0165 -0.3753 0.000
H -5.5443 1.5237 -0.9779 0.003
H -5.0551 -0.8722 -1.5942 0.004
H -2.7261 -1.6554 -1.5096 0.001
O 4.3975 -1.9836 -2.4837 0.000
C 4.2363 -3.2337 -1.8712 0.000
N 3.6474 -4.2200 -2.7578 0.000
C 2.4199 -4.7997 -2.7705 0.000
O 2.1452 -5.7243 -3.5115 0.000
C 1.3763 -4.2834 -1.8197 -0.001
C 0.6341 -5.2028 -1.0940 0.012
C -0.3864 -4.7420 -0.2819 -0.001
C -0.6439 -3.3847 -0.2441 0.015
N 0.0713 -2.4867 -0.9385 0.013
C 1.0571 -2.9436 -1.7206 0.014
H 3.8086 -1.3359 -2.0639 0.000
H 3.6426 -3.1664 -0.9588 0.000
H 5.2276 -3.6048 -1.6098 0.000
H 4.2517 -4.5620 -3.4910 0.000
H 0.8521 -6.2591 -1.1854 0.001
H -0.9876 -5.4249 0.3016 0.000
H -1.4314 -2.9748 0.3751 0.002
H 1.5943 -2.1998 -2.2940 0.001
C -1.4371 -0.7923 3.7267 0.000
C -0.1219 -0.8886 2.9712 0.000
C 0.9031 0.1189 3.4650 0.000
O -0.3609 -0.6745 1.6004 -0.009
H -1.2844 -0.9955 4.7877 0.000
H -2.1581 -1.5083 3.3301 0.000
H -1.8515 0.2116 3.6121 0.000
H 0.2848 -1.8981 3.1047 0.000
H 0.5115 1.1296 3.3304 0.000
H 1.8226 0.0292 2.8852 0.000
H 1.1297 -0.0389 4.5203 0.000
```